*i*
14
Properties=species:S:1:pos:R:3 method="wB97M-V/def2-TZVPD" multiplicity=1 homo_lumo_gap_ev=10.6 total_charge=0 smiles="CC1ONC(=O)NO1" e_homo_ev=-9.825 mol_weight_g_mol=118.1 lumo_energy_ev=0.74
C 0.087 -0.180 2.101
C -0.057 -0.064 0.691
C -0.127 0.164 -1.865
H -0.790 -0.839 2.732
H -0.194 0.886 2.519
H 1.284 -0.638 2.424
H -1.168 -0.017 0.257
H 0.494 1.915 -1.573
H 0.001 -1.817 -1.970
N -0.053 1.320 -1.066
N -0.074 -1.006 -1.367
O 0.481 1.097 0.214
O -0.349 0.444 -3.078
O 0.463 -1.263 -0.020



*ii*
14
Properties=species:S:1:pos:R:3 method="wB97M-V/def2-TZVPD" multiplicity=1 homo_lumo_gap_ev=10.9 total_charge=0 e_homo_ev=-10.302 mol_weight_g_mol=118.1 lumo_energy_ev=0.63
N -2.006 1.297 -2.259
C -1.274 0.376 -1.804
C -0.883 0.369 -0.288
O 0.422 -0.247 -0.189
C 0.430 -1.314 0.669
O -0.093 -2.328 0.451
O 1.146 -1.113 1.828
N 2.275 -0.304 1.539
H -2.236 1.937 -1.488
H -0.845 -0.445 -2.405
H -1.662 -0.112 0.335
H -0.754 1.424 0.047
H 2.940 -0.475 2.296
H 1.978 0.669 1.669



Stability, highest: *ii*



*i*
14
Properties=species:S:1:pos:R:3 method="wB97M-V/def2-TZVPD" multiplicity=1 homo_lumo_gap_ev=9.8 total_charge=0 smiles="C/C(=N/O)NOC=O" e_homo_ev=-8.967 mol_weight_g_mol=118.1 lumo_energy_ev=0.87
C 1.319 0.902 -1.398
C 0.847 0.271 -0.088
C -2.398 -0.731 0.185
H 0.938 2.014 -1.486
H 2.412 0.906 -1.410
H 0.778 0.390 -2.237
H -0.348 -1.052 0.701
H -3.331 -0.594 -0.341
H 1.615 -0.373 2.563
N -0.205 -0.604 -0.135
N 1.327 0.661 1.050
O -1.417 -0.408 -0.712
O -2.305 -1.267 1.238
O 0.766 -0.116 2.070



*ii*
14
Properties=species:S:1:pos:R:3 method="wB97M-V/def2-TZVPD" multiplicity=1 homo_lumo_gap_ev=10.2 total_charge=0 e_homo_ev=-9.392 mol_weight_g_mol=118.1 lumo_energy_ev=0.80
C 2.101 -0.233 0.198
C -0.358 1.517 -0.156
C -0.811 -0.903 0.367
H 2.646 0.726 0.147
H 2.740 -1.014 -0.225
H 1.842 -0.555 1.194
H 0.564 1.994 -0.584
H -0.278 -1.707 0.808
H -3.479 -0.451 -0.811
N -0.085 0.161 -0.281
N -2.027 -1.183 0.201
O 1.083 -0.184 -0.762
O -1.318 1.970 0.382
O -2.621 -0.138 -0.478



*iii*
14
Properties=species:S:1:pos:R:3 method="wB97M-V/def2-TZVPD" multiplicity=1 homo_lumo_gap_ev=10.9 total_charge=0 smiles="CN1OCONC1=O" e_homo_ev=-10.185 mol_weight_g_mol=118.1 lumo_energy_ev=0.71
C -1.958 -0.889 0.207
C 1.094 -0.949 0.472
C -0.256 0.874 -0.077
H -1.799 -1.041 1.396
H -2.335 -1.793 -0.434
H -2.803 -0.102 -0.052
H 0.241 -0.819 1.253
H 1.770 -1.846 1.033
H 1.062 1.718 0.298
N -0.779 -0.321 -0.447
N 0.985 1.121 -0.413
O 0.233 -1.278 -0.526
O 1.823 -0.074 0.108
O -0.914 1.860 0.283



Stability, highest: *i*



*i*
14
Properties=species:S:1:pos:R:3 method="wB97M-V/def2-TZVPD" multiplicity=1 homo_lumo_gap_ev=4.7 total_charge=0 e_homo_ev=-8.967 mol_weight_g_mol=118.1 lumo_energy_ev=-4.29
O -2.267 0.050 1.328
C -1.593 0.131 0.281
N -2.287 -0.017 -0.979
C -0.302 -0.856 0.170
N -0.071 0.589 0.132
C 2.827 0.315 0.125
O 2.565 -0.758 -0.513
O 2.532 0.639 1.336
H -2.071 0.569 -1.777
H -3.229 0.126 -0.544
H -0.219 -1.255 -0.842
H 0.098 -1.488 0.995
H 0.704 0.814 0.817
H 3.314 1.140 -0.529



*ii*
14
Properties=species:S:1:pos:R:3 method="wB97M-V/def2-TZVPD" multiplicity=1 homo_lumo_gap_ev=9.3 total_charge=0 e_homo_ev=-8.619 mol_weight_g_mol=118.1 lumo_energy_ev=0.72
C 1.080 1.533 0.165
C 0.607 0.122 -0.011
C -2.635 -0.273 -0.203
H 0.605 2.107 -0.620
H 0.503 2.008 1.068
H 2.096 1.878 0.508
H 2.585 -0.735 0.246
H 0.438 -2.342 0.351
H -3.769 0.188 -0.845
N 1.643 -0.970 -0.229
N -0.452 -0.446 -0.137
O 1.320 -2.177 -0.284
O -1.579 0.603 -0.467
O -2.441 -1.495 0.458



*iii*
14
Properties=species:S:1:pos:R:3 method="wB97M-V/def2-TZVPD" multiplicity=1 homo_lumo_gap_ev=8.2 total_charge=0 e_homo_ev=-7.520 mol_weight_g_mol=118.1 lumo_energy_ev=0.73
N 0.959 -0.849 -0.580
C -0.916 -0.795 -0.291
C -0.697 0.506 0.016
N -1.547 1.604 -0.241
C 0.768 0.725 0.040
O 1.236 -1.976 0.243
O 1.395 0.832 1.248
O -1.640 -1.752 -0.288
H 0.654 -2.683 -0.081
H 1.054 0.146 1.843
H 1.669 -0.815 -1.310
H -1.600 2.245 0.543
H -2.478 1.310 -0.510
H 1.143 1.501 -0.631



*iv*
14
Properties=species:S:1:pos:R:3 method="wB97M-V/def2-TZVPD" multiplicity=1 homo_lumo_gap_ev=10.1 total_charge=0 smiles="O=CN/C(CO)=N/O" e_homo_ev=-9.566 mol_weight_g_mol=118.1 lumo_energy_ev=0.56
C -0.435 0.999 0.434
C -0.341 -0.378 -0.083
C 2.086 -0.398 0.120
H -0.012 2.098 -1.282
H -1.447 1.253 0.369
H -0.100 1.046 1.441
H 0.881 -1.707 -0.958
H 1.924 0.653 0.502
H -3.083 -1.634 0.258
N 0.935 -0.844 -0.440
N -1.298 -1.181 -0.295
O 0.387 1.860 -0.381
O 3.133 -0.997 0.182
O -2.629 -0.771 0.134



Stability, highest: *iv*



*i*
18
Properties=species:S:1:pos:R:3 method="wB97M-V/def2-TZVPD" multiplicity=1 homo_lumo_gap_ev=6.8 total_charge=-1 e_homo_ev=-2.867 mol_weight_g_mol=123.2 lumo_energy_ev=3.90
C -0.077 0.124 1.014
C 1.205 0.952 0.837
S 2.594 -0.010 0.139
N -1.140 0.479 0.085
C -2.226 -0.483 0.039
N -3.513 0.034 0.462
H -0.419 0.189 2.056
H 0.218 -0.932 0.950
H 0.984 1.810 0.190
H 1.476 1.373 1.805
H -0.697 0.585 -0.820
H -2.331 -0.883 -0.967
H -2.017 -1.328 0.694
H -3.667 0.965 0.111
H -3.621 -0.004 1.472
H 0.639 -1.313 -1.742
H 1.523 -0.166 -2.020
O 0.784 -0.665 -2.446



*ii*
18
Properties=species:S:1:pos:R:3 method="wB97M-V/def2-TZVPD" multiplicity=1 homo_lumo_gap_ev=6.7 total_charge=-1 e_homo_ev=-2.695 mol_weight_g_mol=123.2 lumo_energy_ev=4.04
N -0.710 -1.164 -0.038
C 0.205 -0.036 0.168
C 1.661 -0.499 -0.169
S 2.220 0.516 -1.678
C 0.008 0.345 1.676
N -1.461 0.641 1.857
H -1.212 -1.137 -0.916
H -0.349 -2.090 0.119
H -0.176 0.803 -0.388
H 2.333 -0.334 0.694
H 1.788 -1.537 -0.539
H 0.118 -0.444 2.447
H 0.568 1.245 2.014
H -1.898 -0.252 1.992
H -1.903 1.109 1.081
H 0.139 0.482 -3.109
H -0.581 1.611 -2.413
O -0.747 0.739 -2.800



*iii*
18
Properties=species:S:1:pos:R:3 method="wB97M-V/def2-TZVPD" multiplicity=1 homo_lumo_gap_ev=5.9 total_charge=-1 e_homo_ev=-2.764 mol_weight_g_mol=123.2 lumo_energy_ev=3.11
C 0.353 -0.836 1.024
C 0.915 -0.743 -0.377
S 2.310 -1.888 -0.742
N -2.651 1.337 0.257
C -2.560 1.552 -1.046
N -2.164 2.759 -1.630
H 0.216 -1.858 1.375
H 1.031 -0.441 1.783
H 1.282 0.275 -0.570
H 0.169 -0.814 -1.183
H -0.632 -0.366 1.133
H -2.993 0.886 -1.802
H -1.623 1.197 -0.186
H -1.634 3.315 -0.972
H -1.676 2.652 -2.498
H 3.933 -2.517 1.998
H 2.703 -2.183 1.236
O 3.020 -2.327 2.201



*iv*
18
Properties=species:S:1:pos:R:3 method="wB97M-V/def2-TZVPD" multiplicity=1 homo_lumo_gap_ev=6.2 total_charge=-1 e_homo_ev=-3.216 mol_weight_g_mol=123.2 lumo_energy_ev=3.03
C -0.292 -0.488 -0.571
C -0.830 -1.115 -1.852
S -1.402 0.302 -2.893
N 0.302 -1.518 0.254
H 0.514 0.196 -0.838
H -1.073 0.092 -0.046
H -0.005 -1.660 -2.309
H -1.673 -1.789 -1.687
H -2.098 -0.374 -3.830
H 0.982 -1.047 0.964
H -0.391 -2.023 0.793
N 0.998 1.870 3.230
C 0.946 0.437 2.779
O 1.693 0.189 1.690
H 1.669 1.925 3.988
H 1.408 2.331 2.422
H 1.129 -0.152 3.717
H -0.130 0.276 2.493



Stability, highest: *i*



*i*
18
Properties=species:S:1:pos:R:3 method="wB97M-V/def2-TZVPD" multiplicity=1 homo_lumo_gap_ev=6.9 total_charge=-1 e_homo_ev=-2.961 mol_weight_g_mol=123.2 lumo_energy_ev=3.90
N 1.482 1.077 -1.014
C 0.272 0.324 -0.189
C 0.937 -0.759 0.685
S -0.118 -1.694 1.824
C -0.795 -0.475 -1.069
N -0.860 -0.058 -2.503
H 1.894 0.327 -1.565
H 0.340 1.184 -1.168
H -0.295 0.915 0.523
H 1.553 -1.459 0.079
H 1.636 -0.242 1.351
H -0.447 -1.502 -1.084
H -1.780 -0.372 -0.637
H 0.040 -0.163 -2.953
H -1.062 0.938 -2.516
H -0.736 0.722 4.162
H -0.954 0.223 2.751
O -1.107 1.016 3.323



*ii*
18
Properties=species:S:1:pos:R:3 method="wB97M-V/def2-TZVPD" multiplicity=1 homo_lumo_gap_ev=7.1 total_charge=-1 e_homo_ev=-3.221 mol_weight_g_mol=123.2 lumo_energy_ev=3.86
N 1.716 -0.623 -1.537
C 0.283 -0.173 -0.543
C -0.884 -1.162 -0.649
S -2.250 -0.896 0.512
C 0.882 -0.280 0.837
N 2.085 0.610 1.143
H 1.346 -1.561 -1.719
H 0.640 0.092 -1.705
H -0.135 0.960 -0.608
H -0.434 -2.163 -0.542
H -1.212 -1.234 -1.720
H 1.234 -1.314 0.960
H 0.113 -0.173 1.601
H 2.737 0.547 0.418
H 1.809 1.653 1.332
H -2.543 2.649 1.063
H -2.542 1.094 0.730
O -2.847 1.972 0.427



Stability, highest: *i*



*i*
19
Properties=species:S:1:pos:R:3 method="wB97M-V/def2-TZVPD" multiplicity=1 homo_lumo_gap_ev=8.4 total_charge=0 smiles=CSS.O.O.O.O e_homo_ev=-8.362 mol_weight_g_mol=152.2 lumo_energy_ev=0.04
C -1.067 0.440 2.607
S -1.201 1.673 1.251
S -2.913 1.387 -0.056
H -1.463 1.031 3.391
H -1.697 -0.429 2.407
H -0.057 0.026 2.831
H -2.527 2.223 -1.070
H 2.902 1.121 -0.275
H 1.714 1.011 0.619
O 1.946 1.415 -0.282
H 0.967 -2.114 -0.678
H 2.212 -2.986 -0.566
O 1.884 -2.112 -0.430
H -1.857 -1.879 -1.004
H -0.824 -0.787 -0.797
O -1.095 -1.651 -0.441
H 1.352 0.424 -1.804
H 0.832 1.006 -3.099
O 0.892 0.203 -2.605



*ii*
19
Properties=species:S:1:pos:R:3 method="wB97M-V/def2-TZVPD" multiplicity=1 homo_lumo_gap_ev=9.3 total_charge=0 smiles=CSS.O.O.O.O e_homo_ev=-8.815 mol_weight_g_mol=152.2 lumo_energy_ev=0.51
C -1.322 2.361 1.112
S -1.334 0.517 1.059
S -2.676 0.085 -0.397
H -0.928 2.584 2.088
H -2.330 2.695 0.910
H -0.709 2.700 0.276
H -1.911 -0.423 -1.384
H 3.935 -0.981 1.502
H 2.855 -0.078 0.936
O 3.051 -1.005 1.121
H 1.890 0.598 -1.019
H 0.849 1.079 -0.100
O 1.814 1.079 -0.168
H 2.053 -0.802 -2.916
H 1.431 -1.474 -1.735
O 1.307 -0.673 -2.314
H 1.982 -2.223 0.246
H 1.931 -3.357 -0.740
O 1.425 -2.576 -0.480



Stability, highest: *ii*